Formula: CH5IN2
Source: the OMol25 dataset
Level of theory: ωB97M-V/def2-TZVPD

Last column: Mulliken charge in e.
Atoms and positions in Å:
C1 0.0380 -0.0840 -0.7669  -0.749
N1 0.0481 -0.6892 0.5564  0.120
N2 -0.2148 -0.1568 1.7187  -0.698
I1 1.3305 1.2691 2.6458  -0.158
H1 0.4163 0.9516 -0.7145  0.274
H2 0.5096 -0.7547 -1.3927  0.346
H3 -0.9776 -0.0121 -1.1090  0.271
H4 0.5877 -1.4768 0.7584  0.269
H5 -0.9307 0.4886 1.5799  0.326

Its energy above the lowest of the compared OMol25 structures with the same formula, charge and spin is 0.688 eV. As for the SMILES: CNNI. The net charge is 0. The calculation puts the molar mass at 171.97 g/mol. Its orbital gap is 8.1518 eV.



Formula: C52H55N4O2S7SrTe
Source: the OMol25 dataset
Level of theory: ωB97M-V/def2-TZVPD

Last column: Löwdin spin population.
Atoms and positions in Å:
Sr1 0.4872 2.4824 -0.3209  0.000
N1 2.6268 3.6848 -1.5572  0.000
S1 3.0777 2.9185 -2.7832  0.000
N2 4.1337 1.6010 -2.5594  0.000
S2 3.2050 0.2289 -2.3598  0.000
N3 2.6410 0.1316 -0.9065  0.000
S3 1.4662 -0.7425 -0.3505  0.000
N4 0.4430 0.0572 0.5089  0.000
C1 0.7308 -1.7310 -1.6698  0.000
C2 -0.5803 -1.8634 -1.4430  0.000
C3 -1.5266 -2.3469 -2.3281  0.000
C4 -0.9525 -2.8561 -3.4947  0.000
C5 0.4124 -2.7426 -3.7613  0.000
C6 1.2604 -2.2077 -2.8723  0.000
C7 2.2307 -2.0850 0.7951  0.000
C8 2.3668 -1.4460 2.2489  0.000
C9 3.0800 -2.4265 3.0900  0.000
C10 3.1158 -3.6602 2.6041  0.000
C11 2.6252 -4.2100 1.5453  0.000
C12 2.5360 -3.3341 0.3156  0.000
C13 4.6857 -0.7865 -2.2912  0.000
C14 5.3988 -0.6923 -3.3966  0.000
C15 6.8842 -1.2232 -3.4902  0.000
C16 7.2996 -1.7382 -2.2349  0.000
C17 6.4498 -1.7312 -1.0714  0.000
C18 5.0139 -1.4025 -1.1015  0.000
C19 -0.2342 -7.9403 -0.6259  0.000
C20 0.5172 -9.1632 -1.0787  0.000
C21 0.2731 -9.8043 -2.1399  0.000
C22 -0.3439 -9.1834 -3.1381  0.000
C23 -0.8669 -7.9229 -2.8582  0.000
C24 -0.9991 -7.2938 -1.4717  0.000
C25 1.8526 2.4080 -3.8736  0.000
C26 0.6894 2.0583 -3.1758  0.000
C27 -0.3516 1.4894 -3.9011  0.000
C28 -0.3361 1.3095 -5.2480  0.000
C29 0.8389 1.6266 -5.9856  0.000
C30 1.9105 2.3214 -5.3659  0.000
C31 4.4335 3.6787 -3.8963  0.000
C32 5.4983 2.8686 -4.3677  0.000
C33 6.6119 3.3978 -4.9482  0.000
C34 6.7167 4.7805 -5.0723  0.000
C35 5.7279 5.6169 -4.4650  0.000
C36 4.5875 5.0370 -3.9344  0.000
H1 -1.0122 -1.5547 -0.5464  0.000
H2 -2.6430 -2.4843 -2.2063  0.000
H3 -1.6657 -3.5099 -4.3255  0.000
H4 0.8150 -2.9539 -4.7586  0.000
H5 2.2422 -2.1119 -3.1814  0.000
H6 1.9150 -0.4457 2.5014  0.000
H7 3.5772 -1.9609 3.8629  0.000
H8 3.2737 -4.6590 3.1529  0.000
H9 2.5928 -5.2425 0.8060  0.000
H10 2.3655 -2.9921 -0.6651  0.000
H11 5.1986 -0.5027 -4.4815  0.000
H12 7.4262 -1.1461 -4.5425  0.000
H13 8.1514 -2.3659 -1.9291  0.000
H14 6.6210 -2.4061 -0.3429  0.000
H15 4.8735 -0.9313 0.0385  0.000
H16 1.6584 -9.0918 -0.9628  0.000
H17 0.9675 -10.5150 -2.5435  0.000
H18 -0.6228 -9.7878 -4.0268  0.000
H19 -1.7741 -7.6349 -3.7138  0.000
H20 -1.3931 -5.2344 -0.5918  0.000
H21 -2.1458 3.3450 0.8133  0.000
H22 -1.3220 1.3865 -3.2509  0.000
H23 -1.3395 1.1514 -5.6052  0.000
H24 0.7682 1.8727 -7.0518  0.000
H25 2.6734 2.9550 -5.9047  0.000
H26 5.4236 1.7512 -4.0440  0.000
H27 7.5699 2.7954 -5.0932  0.000
H28 7.5687 5.2105 -5.6020  0.000
H29 5.7817 6.7016 -4.5915  0.000
H30 3.8555 5.7556 -3.4533  0.000
C37 2.5043 1.6882 2.2911  0.000
C38 1.2853 1.8695 3.1309  0.000
S4 1.0893 3.4956 3.8517  0.000
C39 1.0443 4.8582 2.5316  0.000
C40 2.0797 5.0641 1.5080  0.000
S5 3.7872 5.2247 2.3994  0.000
C41 4.4426 3.9917 3.4413  0.000
C42 4.9416 2.6412 2.6501  0.000
S6 4.1146 1.2370 3.1481  0.000
H31 2.6849 2.6328 1.7460  0.000
H32 2.1223 0.9069 1.6662  0.000
H33 1.1867 1.1553 4.0564  0.000
H34 0.4882 1.4334 2.3837  0.000
H35 1.3565 5.4983 3.4987  0.000
H36 0.0796 4.6406 1.8655  0.000
H37 1.7080 6.1358 1.1614  0.000
H38 2.1349 4.3310 0.4199  0.000
H39 4.0841 3.4983 4.4240  0.000
H40 5.2303 4.9273 3.7960  0.000
H41 5.9753 2.3743 3.1204  0.000
H42 5.3459 3.0029 1.5305  0.000
S7 -0.7309 -7.1954 1.2365  0.000
C43 -1.6704 -6.3598 -0.4393  0.000
O1 6.9946 7.0344 -1.6850  0.000
H43 6.5135 6.1800 -1.4334  0.000
H44 7.7721 6.6610 -2.0097  0.000
O2 -1.0493 3.5787 0.5975  0.000
C44 -13.2458 -2.2557 6.0908  0.008
C45 -12.6823 -0.9315 5.7691  0.042
C46 -12.6826 -0.3768 4.4717  -0.009
C47 -11.9228 0.7682 4.2447  0.032
C48 -11.8740 1.2452 2.7824  0.005
C49 -11.2638 1.4772 5.2349  0.061
Te1 -10.4259 3.4071 4.8222  0.817
C50 -11.4514 1.0097 6.5734  0.032
C51 -10.9825 1.7682 7.7902  0.005
C52 -12.0893 -0.1698 6.7765  -0.004
H45 -13.2442 -2.5332 7.1106  0.000
H46 -12.7674 -2.9919 5.5015  0.003
H47 -14.2836 -2.3756 5.6469  0.003
H48 -13.2868 -0.8593 3.6566  -0.001
H49 -12.5672 0.7592 2.1153  0.000
H50 -10.8564 1.1849 2.3286  0.002
H51 -12.0185 2.3336 2.7318  0.003
H52 -10.8285 1.1072 8.5948  0.000
H53 -11.8239 2.4465 8.0889  0.002
H54 -10.1261 2.3789 7.6519  0.001
H55 -12.1302 -0.4550 7.8003  -0.001

Its energy above the lowest of the compared OMol25 structures with the same formula, charge and spin is 16.789 eV. The net charge is -2. The calculation puts the molar mass at 1207.73 g/mol. As for the spin multiplicity: 2. Its orbital gap (spin up / spin down) is 3.8102 / 1.2604 eV.



Formula: C4H16N2O2
Source: the OMol25 dataset
Level of theory: ωB97M-V/def2-TZVPD

Last column: Löwdin spin population.
Atoms and positions in Å:
C1 0.6379 -1.7286 0.5363  0.001
C2 1.1301 -0.3302 0.8999  0.002
C3 1.2188 0.6179 -0.3163  0.026
C4 1.0999 3.0217 -0.6807  0.592
N1 0.6880 1.9153 0.0008  0.258
N2 -0.8540 -1.8126 0.4207  0.000
H1 1.0561 -2.0407 -0.3958  0.000
H2 0.9848 -2.5194 1.2031  0.000
H3 0.4291 0.0430 1.6406  0.001
H4 2.0944 -0.4141 1.3925  0.000
H5 2.2921 0.7014 -0.5100  0.007
H6 0.7340 0.1432 -1.1705  0.007
H7 1.8691 3.1134 -1.4300  0.053
H8 0.7497 4.0052 -0.3925  0.044
H9 0.1539 1.9263 0.8447  0.005
H10 -1.2105 -0.9670 -0.0318  0.000
H11 -1.2407 -1.8947 1.3501  0.000
H12 -1.1236 -2.5521 -0.2286  0.000
H13 -2.2934 0.5249 2.3143  0.000
H14 -2.6611 1.3333 1.1176  0.000
O1 -1.9484 0.7650 1.4427  0.001
H15 -0.6577 -1.4868 -3.1203  0.000
H16 -2.0430 -1.2624 -2.5384  0.000
O2 -1.1054 -1.1019 -2.3484  0.002

Its energy above the lowest of the compared OMol25 structures with the same formula, charge and spin is 0.417 eV. The net charge is +1. The calculation puts the molar mass at 124.18 g/mol. As for the spin multiplicity: 2. Its orbital gap (spin up / spin down) is 5.2748 / 9.6625 eV.



Formula: C27H23F6I2KN6O10S2
Source: the OMol25 dataset
Level of theory: ωB97M-V/def2-TZVPD

Last column: Mulliken charge in e.
Atoms and positions in Å:
K1 0.8612 0.1091 0.2557  1.466
I1 -5.5287 1.0909 5.5813  -0.064
C1 -4.6278 0.8127 3.7066  -0.546
C2 -5.0724 1.5298 2.6172  -0.463
C3 -4.4617 1.3584 1.3822  -0.382
I2 -5.3921 2.3864 -0.1883  -0.064
C4 -3.3453 0.4837 1.1733  0.896
O1 -2.6971 0.3047 0.0850  -0.727
C5 -2.9800 -0.2714 2.3380  0.117
C6 -1.9286 -1.3303 2.1984  -0.475
N1 -2.4990 -2.5811 1.6724  -0.220
C7 -1.7666 -3.7528 2.0914  -1.246
C8 -0.3006 -3.8041 1.7088  0.867
C9 0.6268 -4.4875 2.4882  -0.859
C10 1.9485 -4.5281 2.0761  -0.322
C11 2.2979 -3.8916 0.8983  -0.933
C12 1.3017 -3.2401 0.1854  0.060
N2 0.0360 -3.1893 0.5782  0.040
C13 -3.5953 -0.1023 3.5584  -0.285
H1 -5.8990 2.2201 2.7118  0.346
H2 -1.5187 -1.5412 3.1917  0.663
H3 -1.0954 -0.9870 1.5750  -0.364
H4 -2.4965 -2.5163 0.6595  0.386
H5 -2.2559 -4.6382 1.6694  0.321
H6 -1.8462 -3.8420 3.1803  0.427
H7 0.3136 -4.9587 3.4126  0.361
H8 2.6966 -5.0328 2.6764  0.381
H9 3.3210 -3.8595 0.5495  0.390
H10 1.5373 -2.7230 -0.7383  0.434
H11 -3.2628 -0.6936 4.4042  0.406
O2 3.2760 -0.5921 -0.7743  -0.482
C14 4.1363 0.0895 -0.2439  -0.475
C15 4.1930 0.5441 1.1305  1.314
C16 5.2451 1.3850 1.4702  -0.446
C17 5.3753 1.9018 2.7433  -0.336
C18 4.4050 1.6000 3.7312  -0.426
C19 3.3766 0.7675 3.4411  -0.540
C20 3.2228 0.1348 2.1438  -0.025
O3 2.3253 -0.7001 1.9343  -0.505
N3 6.4837 2.7398 3.0628  0.988
O4 7.3488 2.9356 2.2109  -0.672
O5 6.5933 3.1565 4.2134  -0.672
H12 5.0022 0.4301 -0.8548  0.148
H13 5.9829 1.6490 0.7220  0.407
H14 4.5037 2.0504 4.7086  0.450
H15 2.6195 0.5309 4.1778  0.424
N4 -0.4922 -2.6487 -2.6391  -0.563
C21 -0.5501 -1.9970 -3.5923  0.321
N5 -0.5778 -1.2851 -4.7166  0.180
C22 -0.2329 -1.9612 -5.9589  -0.563
C23 0.2184 -0.9161 -6.9643  -0.585
O6 -0.7765 0.0674 -7.1519  -0.422
C24 -1.0411 0.7484 -5.9228  -0.661
C25 -1.5594 -0.2078 -4.8672  0.122
H16 -1.1046 -2.4955 -6.3621  0.298
H17 0.5613 -2.6816 -5.7646  0.413
H18 0.3998 -1.3760 -7.9367  0.346
H19 1.1474 -0.4503 -6.6088  0.318
H20 -1.7818 1.5146 -6.1387  0.342
H21 -0.1253 1.2291 -5.5681  0.402
H22 -2.5229 -0.6228 -5.1893  0.213
H23 -1.7002 0.2976 -3.9159  -0.057
F1 0.1914 3.8214 -2.0876  -0.218
C26 -0.9814 3.3068 -2.4631  0.421
F2 -1.8571 4.3195 -2.5615  -0.259
F3 -0.8003 2.8329 -3.7246  -0.187
S1 -1.6265 1.9279 -1.3470  0.655
O7 -0.4351 1.1028 -1.3012  -0.835
O8 -2.7451 1.5871 -2.1710  -0.553
N6 -1.7696 2.8654 -0.0533  -0.146
S2 -0.6118 2.7738 1.0019  0.909
O9 -0.4512 1.4982 1.6600  -0.664
O10 0.6309 3.3966 0.6327  -0.659
C27 -1.3439 3.8887 2.2922  0.286
F4 -0.3549 4.3314 3.0824  -0.230
F5 -1.9538 4.9527 1.7686  -0.233
F6 -2.2138 3.2314 3.0532  -0.157

Its energy above the lowest of the compared OMol25 structures with the same formula, charge and spin is 2.980 eV. The net charge is -2. The calculation puts the molar mass at 1062.54 g/mol. Its orbital gap is 5.7940 eV.



Formula: C3H6N2O
Source: the OMol25 dataset
Level of theory: ωB97M-V/def2-TZVPD

Last column: Mulliken charge in e.
Atoms and positions in Å:
H1 -0.4161 -1.6077 -0.9019  0.270
N1 -1.1690 -0.9452 -0.7149  -0.647
C1 -0.7587 0.0418 -0.0170  0.431
C2 -1.8565 1.0564 0.2636  -0.014
O1 -1.6884 2.1912 0.6322  -0.466
N2 0.5367 0.3296 0.3786  -0.187
C3 1.6573 -0.4338 -0.1431  -0.986
H2 -2.8555 0.6358 0.0331  0.357
H3 0.6376 0.5776 1.3504  0.257
H4 1.6988 -1.4842 0.1868  0.327
H5 2.5876 0.0515 0.1699  0.297
H6 1.6262 -0.4131 -1.2376  0.361

Its energy above the lowest of the compared OMol25 structures with the same formula, charge and spin is 1.525 eV. As for the SMILES: [H]/N=C(/C=O)NC. The net charge is 0. The calculation puts the molar mass at 86.09 g/mol. Its orbital gap is 10.0727 eV.



Formula: C4H7NO2
Source: the OMol25 dataset
Level of theory: ωB97M-V/def2-TZVPD

Last column: Mulliken charge in e.
Atoms and positions in Å:
C1 1.3177 1.4493 -0.3224  -0.901
C2 0.6374 0.3326 0.1071  0.421
C3 -0.9060 0.3158 0.4705  -0.413
N1 -1.4761 -0.9240 -0.2066  -0.792
C4 1.4825 -0.8241 0.1013  0.380
O1 2.6052 -0.7828 0.2597  -0.481
O2 0.7791 -1.9421 -0.1421  -0.610
H1 0.5620 2.2044 -0.4366  0.309
H2 2.5094 1.4075 -0.5683  0.262
H3 -1.1156 0.6267 1.6469  0.241
H4 -1.6064 1.1224 -0.0537  0.316
H5 -2.1410 -0.5977 -1.0650  0.296
H6 -2.4934 -0.8465 0.4255  0.369
H7 -0.1549 -1.5417 -0.2162  0.604

Its energy above the lowest of the compared OMol25 structures with the same formula, charge and spin is 4.475 eV. As for the SMILES: C=C(CN)C(=O)O. The net charge is 0. The calculation puts the molar mass at 101.10 g/mol. Its orbital gap is 9.9362 eV.